1.
This record from OMol25 describes the molecule C20H27N3O5S. The level of theory is ωB97M-V/def2-TZVPD.

Computed properties:
net charge = 0
HOMO-LUMO gap = 8.52 eV
SMILES = Cc1ccc(-c2nc(CS(=O)(=O)CC(=O)NCCN3CCOCC3)c(C)o2)cc1

Each line ends with the Mulliken charge.
Atoms and positions in Å:
C: 3.05 -3.67 -3.44  -1.548
C: 2.07 -2.61 -3.07  1.125
C: 0.94 -2.90 -2.31  -0.740
C: 0.04 -1.91 -1.96  -0.532
C: 0.25 -0.60 -2.37  0.544
C: 1.38 -0.29 -3.14  -0.549
C: 2.27 -1.29 -3.48  -0.559
H: 3.14 -1.05 -4.07  0.404
H: 1.55 0.72 -3.44  0.446
C: -0.66 0.44 -1.96  0.021
N: -1.72 0.29 -1.21  -0.498
C: -2.23 1.54 -1.02  0.634
C: -1.43 2.44 -1.68  0.606
O: -0.44 1.73 -2.28  -0.304
C: -1.46 3.91 -1.81  -1.687
H: -0.71 4.23 -2.53  0.357
H: -1.25 4.38 -0.85  0.308
H: -2.44 4.25 -2.14  0.395
C: -3.36 1.78 -0.11  -1.106
H: -4.21 1.13 -0.30  0.395
H: -3.66 2.82 -0.09  0.408
S: -2.73 1.35 1.57  1.155
O: -3.66 1.81 2.56  -0.722
O: -1.38 1.86 1.65  -0.664
C: -2.70 -0.47 1.53  -0.277
C: -1.72 -1.16 2.47  0.561
O: -2.02 -2.18 3.06  -0.684
N: -0.51 -0.58 2.50  0.172
H: -0.42 0.34 2.08  -0.064
C: 0.61 -1.14 3.22  -1.434
H: 0.24 -2.06 3.69  0.564
H: 0.96 -0.46 3.99  0.347
C: 1.76 -1.48 2.26  -0.069
N: 2.76 -0.43 2.17  0.027
C: 2.28 0.88 1.74  -1.245
C: 1.96 0.93 0.25  0.596
O: 3.09 0.57 -0.53  -0.474
C: 3.57 -0.71 -0.17  0.098
C: 3.89 -0.79 1.33  -1.167
H: 4.22 -1.80 1.59  0.477
H: 4.70 -0.09 1.56  0.372
H: 4.47 -0.87 -0.76  0.428
H: 2.83 -1.47 -0.44  -0.097
H: 1.69 1.94 -0.06  0.385
H: 1.12 0.26 0.02  -0.372
H: 1.42 1.19 2.33  0.506
H: 3.10 1.59 1.95  0.411
H: 1.32 -1.76 1.29  0.096
H: 2.29 -2.36 2.65  0.550
H: -3.72 -0.80 1.75  0.453
H: -2.43 -0.70 0.50  0.097
H: -0.83 -2.14 -1.36  0.484
H: 0.77 -3.92 -1.98  0.328
H: 3.08 -3.79 -4.53  0.354
H: 2.78 -4.63 -3.00  0.366
H: 4.05 -3.39 -3.11  0.323


2.
This record from OMol25 describes a structure of composition C6H15O2. The level of theory is ωB97M-V/def2-TZVPD.

Computed properties:
net charge = +1
HOMO-LUMO gap (spin up / spin down) = 5.17 / 9.65 eV
spin multiplicity = 3

Each line ends with the Mulliken charge.
Atoms and positions in Å:
C: -3.41 0.81 -1.19  -0.744
C: 0.73 2.38 -0.52  -1.144
C: 0.39 -1.30 1.29  -0.696
C: -3.00 0.90 0.27  -0.160
C: 1.01 0.85 -0.36  -0.144
C: 1.30 -0.25 1.70  0.389
O: -1.89 0.58 0.72  -0.417
O: 1.57 0.73 0.98  -0.200
H: -2.58 0.90 -1.99  0.221
H: -3.94 -0.08 -1.49  0.306
H: -4.22 1.58 -1.35  0.289
H: 0.07 2.42 -1.34  0.377
H: 1.73 2.89 -0.43  0.381
H: 0.10 2.73 0.36  0.281
H: -0.59 -0.75 0.77  0.093
H: 0.16 -1.95 2.03  0.487
H: 0.91 -1.81 0.48  0.131
H: -3.72 1.58 0.77  0.386
H: 1.85 -3.56 0.15  -0.011
H: 0.09 0.29 -0.53  0.297
H: 1.88 0.53 -1.06  0.332
H: 1.24 -3.80 -0.29  0.097
H: 1.52 0.04 2.71  0.446